# 1
Below is a structure of composition C5H5LaO, with properties calculated with ωB97M-V with the def2-TZVPD basis set.

Computed properties:
Calculated total energy in hartree: -298.92641
2S+1: 2
Maximum force in eV/Å: 4.0
Charge: +3
Frontier orbital gap (alpha / beta) in eV: 5.89 / 6.88
ΔE to the lowest compared entry with this formula, charge and spin in kJ/mol: 1.8
⟨S²⟩: 0.7566

Last column: Mulliken charge in e.
Positions of all 12 atoms, in Å:
1 La -3.032 1.206 -3.054  2.53
2 O -1.987 1.222 -0.759  -0.60
3 C -4.444 1.010 -5.486  0.01
4 C -2.841 -1.315 1.515  -0.40
5 C -1.901 0.812 0.425  0.27
6 C -2.119 -0.558 0.749  0.04
7 C -5.037 0.921 -6.612  -0.44
8 H -2.443 -2.271 1.875  0.31
9 H -1.394 1.465 1.149  0.38
10 H -5.228 1.826 -7.210  0.32
11 H -3.897 -1.101 1.717  0.29
12 H -5.383 -0.054 -6.991  0.32

---

# 2
Below is an isolated molecule of C5H7NOS, with properties calculated with ωB97M-V with the def2-TZVPD basis set.

Computed properties:
Calculated total energy in hartree: -722.84324
Maximum force in eV/Å: 4.6
Structure (SMILES): S=C1N[C@H]2CO[C@@H]1C2
Frontier orbital gap in eV: 8.80
ΔE to the lowest compared entry with this formula, charge and spin in kJ/mol: 196.5

Last column: Mulliken charge in e.
Positions of all 15 atoms, in Å:
1 S -3.648 0.143 0.058  -0.31
2 O -0.380 -1.622 0.379  -0.39
3 N -1.103 1.142 0.382  -0.45
4 C 0.126 0.056 -1.203  -0.70
5 C 0.278 0.665 0.189  -0.12
6 C 0.306 -0.580 1.112  -0.56
7 C -1.051 -0.949 -0.682  0.02
8 C -2.056 0.009 -0.101  0.05
9 H -1.501 -1.594 -1.451  0.43
10 H 0.947 1.512 0.320  0.44
11 H 1.089 -0.442 -1.570  0.29
12 H -0.223 0.697 -1.985  0.38
13 H 1.316 -0.918 1.379  0.38
14 H -0.366 -0.262 1.961  0.28
15 H -1.293 1.398 1.318  0.27

---

# 3
Below is a structure of composition C28H44Cl2N4Zn, with properties calculated with ωB97M-V with the def2-TZVPD basis set.

Computed properties:
Calculated total energy in hartree: -4011.09537
Maximum force in eV/Å: 1.6
Charge: +2
Frontier orbital gap (alpha / beta) in eV: 6.54 / 6.17

Last column: Mulliken charge in e.
Positions of all 79 atoms, in Å:
1 Zn -0.397 0.703 -1.200  1.15
2 Cl 2.497 2.497 -0.891  -0.28
3 Cl -0.197 -0.145 -3.194  -0.51
4 N -1.704 -0.409 0.214  1.18
5 N -0.306 2.701 -0.912  0.22
6 N 1.763 -0.916 0.478  0.62
7 N -3.286 -1.596 1.800  0.06
8 C -3.978 -1.375 0.486  -0.85
9 C 3.781 3.242 -1.562  -0.33
10 C 3.764 -0.278 3.102  -1.42
11 C -2.857 -0.291 2.408  -0.94
12 C 2.650 -2.351 2.201  0.30
13 C -1.069 -1.630 0.768  1.62
14 C -2.081 -2.459 1.579  -1.16
15 C 2.220 -2.177 0.880  0.93
16 C 2.784 -4.402 0.270  -0.80
17 C 3.053 -2.276 -2.293  -1.50
18 C 2.623 -1.284 3.280  0.29
19 C -2.932 -0.836 -0.508  -0.58
20 C -3.083 2.364 -1.883  -1.54
21 C 0.965 4.631 -0.851  -1.00
22 C 1.307 -4.090 -2.276  -1.90
23 C -3.367 4.745 -1.243  -1.76
24 C 2.263 -3.173 -0.108  0.16
25 C 1.862 -2.876 -1.537  2.33
26 C -0.335 4.962 -1.235  -1.20
27 C -2.299 4.115 -3.425  -1.76
28 C -2.051 0.482 1.347  -0.41
29 C 3.186 -3.596 2.506  -1.25
30 C 3.251 -4.607 1.560  -1.30
31 C 1.279 -0.575 3.480  -1.04
32 C 0.941 3.265 -0.673  0.41
33 C 1.413 0.142 0.166  -0.08
34 C -1.050 3.787 -1.341  -0.20
35 C -2.446 3.738 -1.939  2.33
36 H -2.645 -1.587 -1.242  0.59
37 H -3.292 2.074 -0.853  0.02
38 H -3.272 4.088 -3.917  0.46
39 H 0.533 -4.604 -1.701  0.40
40 H 1.078 -2.114 -1.527  -1.18
41 H 2.993 3.329 0.207  0.33
42 H -0.703 5.950 -1.457  0.54
43 H -4.359 4.725 -1.697  0.44
44 H -4.038 2.380 -2.410  0.51
45 H -3.347 0.007 -1.044  0.00
46 H -3.469 4.521 -0.179  0.34
47 H 4.495 3.484 -2.335  0.41
48 H -1.131 0.877 1.777  0.30
49 H -1.892 5.120 -3.533  0.42
50 H 2.770 -2.051 -3.321  0.40
51 H -0.243 -1.329 1.401  -1.60
52 H -1.632 3.421 -3.940  0.35
53 H -2.267 -0.533 3.291  0.31
54 H -2.412 -3.356 1.059  0.29
55 H -3.927 -2.066 2.438  0.31
56 H 3.669 -5.567 1.832  0.43
57 H 1.816 5.289 -0.772  0.40
58 H 2.843 -5.203 -0.454  0.40
59 H -4.794 -0.676 0.659  0.38
60 H -2.460 1.615 -2.384  0.30
61 H 1.081 0.179 2.717  0.02
62 H 3.887 -2.980 -2.306  0.39
63 H 1.285 -0.061 4.441  0.55
64 H -2.615 1.326 0.967  0.24
65 H -1.689 -2.742 2.554  0.41
66 H -4.393 -2.330 0.171  0.35
67 H 2.040 1.890 -2.073  0.17
68 H -2.984 5.761 -1.334  0.40
69 H 3.551 -3.775 3.509  0.48
70 H -3.751 0.246 2.720  0.42
71 H -0.673 -2.225 -0.054  0.21
72 H 3.553 0.414 2.282  0.20
73 H 3.896 0.312 4.009  0.43
74 H 2.805 -1.826 4.211  0.68
75 H 0.878 -3.773 -3.226  0.43
76 H 4.704 -0.783 2.882  0.39
77 H 2.089 -4.816 -2.503  0.43
78 H 0.454 -1.295 3.507  0.16
79 H 3.403 -1.351 -1.828  0.33

---

# 4
Below is a structure of composition C43H81Br2ClIN9O2P, with properties calculated with ωB97M-V with the def2-TZVPD basis set.

Computed properties:
Calculated total energy in hartree: -8577.12283
Maximum force in eV/Å: 5.0
Charge: +1
Frontier orbital gap in eV: 8.91

Last column: Mulliken charge in e.
Positions of all 140 atoms, in Å:
1 I -3.512 4.952 -2.688  0.14
2 Br -3.106 2.619 -5.437  0.09
3 Br 0.041 2.567 -5.649  -0.03
4 Cl -6.002 -1.269 0.994  -0.28
5 P -4.794 -1.372 -0.766  -0.13
6 O -6.738 1.660 -2.887  -0.32
7 O -3.345 -2.037 -0.209  -0.36
8 N 7.587 -1.087 4.975  -0.46
9 N 3.855 -2.188 1.352  -0.48
10 N 8.830 -1.318 -0.191  -0.47
11 N -2.295 -0.128 -2.525  0.45
12 N -6.020 2.185 -7.922  -0.69
13 N -2.255 -5.797 2.138  -0.46
14 N -1.733 4.193 3.708  -0.47
15 N 13.865 -0.464 8.369  -0.43
16 N -4.396 0.836 -2.768  1.77
17 C 5.815 -1.329 -2.395  -0.89
18 C -4.644 0.427 -1.312  0.22
19 C 6.981 -2.059 -3.054  -0.51
20 C 2.802 -2.648 1.188  0.15
21 C -1.231 0.026 -5.655  -1.04
22 C -6.013 0.780 -7.401  -0.59
23 C 1.932 -5.143 2.593  -1.25
24 C -6.060 0.838 -5.776  0.10
25 C -2.897 1.183 -2.699  -0.27
26 C 7.073 -0.756 3.986  0.24
27 C 7.423 0.401 1.824  -0.29
28 C 12.840 -2.027 6.482  -0.43
29 C 10.863 -0.458 6.143  -0.82
30 C -1.093 -0.394 -1.756  -0.58
31 C -4.926 -0.292 -3.577  -0.90
32 C -5.736 -5.844 1.980  -0.55
33 C -4.696 -6.582 2.827  -0.55
34 C 1.375 -1.181 -2.354  -1.07
35 C 1.000 -3.992 2.231  -0.49
36 C -5.028 -0.167 -5.151  -0.74
37 C -3.579 1.089 -0.323  -1.21
38 C -3.321 -6.144 2.439  0.32
39 C 7.798 -2.892 -2.064  -0.46
40 C -3.102 7.030 5.720  -1.15
41 C 1.445 -3.237 0.976  0.40
42 C -0.181 -1.582 -2.353  -0.42
43 C -2.819 3.604 -1.161  -2.14
44 C 8.379 -2.007 -1.010  0.25
45 C -2.104 1.880 -3.866  -1.03
46 C -5.359 2.013 -2.803  -0.35
47 C -3.621 4.543 5.544  -0.35
48 C 13.417 -1.148 7.545  0.24
49 C -0.864 1.107 -4.567  -0.20
50 C 6.416 -0.330 2.714  -0.15
51 C -3.656 4.062 0.161  0.09
52 C -5.677 -4.332 2.157  -0.70
53 C -3.560 5.629 0.398  -1.12
54 C -2.560 4.346 4.510  0.24
55 C -7.527 2.442 -1.966  -0.62
56 C 12.031 -1.187 5.490  -0.41
57 C -4.169 5.971 5.468  -0.37
58 C 7.988 1.660 2.474  -1.18
59 C -2.705 2.038 -1.329  0.03
60 H -1.781 4.020 -0.922  0.93
61 H -4.025 -0.064 -5.679  -0.13
62 H 8.245 -0.266 1.574  0.37
63 H -6.733 -6.198 2.254  0.34
64 H -5.186 2.710 -3.668  0.08
65 H 13.655 -2.539 5.965  0.29
66 H -3.104 -1.748 0.693  0.26
67 H -5.599 0.825 -0.836  0.39
68 H -2.271 -0.741 -3.335  0.18
69 H 0.741 -2.432 0.750  -0.24
70 H -6.452 -3.851 1.559  0.29
71 H -0.540 -1.953 -3.354  0.41
72 H -5.113 2.631 -7.770  0.26
73 H -1.992 -0.747 -5.358  0.29
74 H -5.044 0.260 -7.649  0.29
75 H -5.955 -0.645 -3.241  0.61
76 H 7.628 -1.326 -3.544  0.31
77 H -3.422 3.422 1.055  0.30
78 H -5.378 -1.201 -5.493  0.45
79 H -6.925 0.262 -7.808  0.33
80 H -4.741 3.844 -0.128  0.13
81 H -5.270 2.669 -1.877  -0.15
82 H -4.166 1.543 0.510  0.74
83 H 0.944 -3.301 3.077  0.34
84 H -0.043 0.814 -3.864  0.17
85 H -4.404 6.213 -0.084  0.39
86 H -3.693 5.804 1.516  0.14
87 H 1.561 -5.668 3.474  0.35
88 H -1.195 -0.628 -0.656  -0.03
89 H -3.542 8.029 5.685  0.33
90 H -4.966 6.085 6.207  0.31
91 H 6.161 -0.610 -1.649  0.23
92 H 5.137 -2.034 -1.904  0.25
93 H -5.590 -6.083 0.923  0.30
94 H -2.314 6.997 4.964  0.35
95 H 10.299 0.102 5.396  -0.01
96 H -7.270 3.540 -1.977  0.29
97 H 1.537 -0.132 -2.745  0.34
98 H -5.936 1.922 -5.512  -0.01
99 H 6.934 0.674 0.884  0.18
100 H 1.802 -1.241 -1.311  0.11
101 H 6.592 -2.717 -3.836  0.32
102 H -1.493 0.475 -6.663  0.44
103 H 8.610 -3.405 -2.583  0.31
104 H -4.615 6.144 4.484  0.24
105 H 1.478 -3.909 0.115  0.31
106 H -8.605 2.275 -2.237  0.29
107 H -2.562 6.058 0.078  0.32
108 H -7.398 2.088 -0.893  0.21
109 H 1.922 -1.930 -3.006  0.36
110 H -3.197 4.346 6.531  0.32
111 H 11.646 -1.841 4.702  0.29
112 H -1.575 2.795 -3.435  0.62
113 H -2.641 6.897 6.702  0.32
114 H -7.117 0.509 -5.509  0.29
115 H 12.207 -2.784 6.950  0.28
116 H 11.205 0.258 6.895  0.39
117 H -4.716 -3.927 1.830  0.10
118 H 7.170 -3.648 -1.587  0.27
119 H 7.189 2.363 2.729  0.32
120 H 8.678 2.162 1.793  0.38
121 H 5.569 0.319 2.950  0.33
122 H -1.698 1.889 -0.811  0.64
123 H -6.708 2.746 -7.408  0.29
124 H 2.003 -5.863 1.773  0.31
125 H -0.246 -2.470 -1.644  0.36
126 H -4.353 -1.273 -3.483  0.57
127 H -4.848 -6.376 3.889  0.29
128 H 5.244 -0.773 -3.142  0.31
129 H -0.271 -0.557 -5.856  0.36
130 H -0.007 -4.387 2.071  0.25
131 H -4.784 -7.660 2.676  0.31
132 H -5.832 -4.052 3.203  0.32
133 H 8.544 1.427 3.385  0.17
134 H -2.825 0.446 0.208  0.20
135 H 12.684 -0.453 5.008  0.29
136 H -0.409 0.523 -1.795  0.39
137 H 6.032 -1.212 2.199  0.18
138 H 10.181 -1.163 6.625  0.32
139 H 2.939 -4.788 2.826  0.39
140 H -4.423 3.822 5.370  0.27

---

# 5
Below is a cluster of 2 separate species, C4H8N2O in total, with properties calculated with ωB97M-V with the def2-TZVPD basis set.

Computed properties:
Calculated total energy in hartree: -341.90327
Maximum force in eV/Å: 8.5
Structure (SMILES): Cc1cnc[nH]1.O
Frontier orbital gap in eV: 9.30
ΔE to the lowest compared entry with this formula, charge and spin in kJ/mol: 263.5

Last column: Mulliken charge in e.
Positions of all 15 atoms, in Å:
1 O -0.342 0.523 -3.233  -0.66
2 N 0.164 1.829 0.037  -0.53
3 N -0.880 0.268 1.204  -0.11
4 C 0.588 -1.636 0.877  -1.22
5 C 1.000 0.699 0.004  -0.79
6 C -0.921 1.617 0.774  -0.15
7 C 0.255 -0.295 0.659  1.03
8 H -1.768 2.190 1.039  0.39
9 H 0.392 0.043 -3.398  0.28
10 H -0.301 -2.352 0.779  0.30
11 H 1.901 0.647 -0.602  0.34
12 H -1.440 -0.258 1.826  0.19
13 H -0.797 0.677 -2.226  0.36
14 H 1.361 -2.242 0.266  0.30
15 H 0.787 -1.711 1.995  0.27

---

# 6
Below is a cluster of 8 separate species, C38H81BBrClN11O10 in total, with properties calculated with ωB97M-V with the def2-TZVPD basis set.

Computed properties:
Calculated total energy in hartree: -5910.17071
Maximum force in eV/Å: 1.0
Charge: +1
Frontier orbital gap in eV: 7.48

Last column: Mulliken charge in e.
Positions of all 143 atoms, in Å:
1 Br -1.256 -2.038 1.036  -0.10
2 Cl 0.673 0.232 -5.146  -0.12
3 O -2.936 -4.999 6.169  -0.59
4 O -3.816 5.260 -2.719  -0.44
5 O 7.023 7.539 0.965  -0.65
6 O 1.676 -7.368 3.887  -0.61
7 O 5.131 2.906 5.085  -0.61
8 O -6.952 -5.882 -3.671  -0.62
9 O 1.706 5.143 2.851  -0.65
10 O 12.986 4.156 0.007  -0.58
11 O -3.312 5.380 -0.402  -0.48
12 O -3.034 -1.284 -0.899  -0.39
13 N 5.801 5.868 1.908  0.18
14 N -0.047 6.553 2.511  0.18
15 N -2.860 2.142 -3.277  -0.20
16 N -1.632 0.813 -2.000  0.29
17 N 11.237 5.568 -0.321  0.10
18 N 5.770 3.061 7.256  0.11
19 N -1.543 -5.402 4.418  0.17
20 N -7.094 -7.831 -2.513  0.13
21 N 2.565 -9.434 4.164  0.11
22 N -3.302 2.245 -0.993  0.30
23 N -1.254 0.644 -3.332  0.12
24 C -2.405 -4.651 5.134  0.12
25 C 6.751 2.763 8.281  -0.91
26 C -2.036 1.680 -5.537  -0.75
27 C -2.624 1.745 -2.019  0.29
28 C -1.054 0.062 -0.912  -1.33
29 C -4.330 1.018 -6.566  -0.64
30 C -3.397 2.138 -6.085  -1.13
31 C -6.909 -9.268 -2.496  -0.91
32 C -7.659 -7.170 -1.348  -0.93
33 C 4.552 6.578 1.691  -0.92
34 C -0.675 -1.760 -3.787  -0.50
35 C 4.573 3.804 7.611  -0.92
36 C 2.173 -8.382 3.426  0.13
37 C -0.190 -0.295 -3.694  -0.46
38 C -6.210 -0.615 -6.119  -1.06
39 C -5.591 -3.169 -5.833  -0.36
40 C 3.153 -10.619 3.572  -0.91
41 C -5.767 -2.979 -4.320  -0.78
42 C -1.195 -6.730 4.899  -0.95
43 C 5.928 2.674 5.977  0.14
44 C -0.946 -4.924 3.193  -0.53
45 C 2.393 -9.372 5.607  -0.88
46 C 0.469 7.538 3.450  -0.90
47 C 11.758 6.533 0.632  -0.98
48 C -3.032 1.925 0.405  -1.02
49 C -4.394 3.201 -1.307  -1.13
50 C -5.681 -1.915 -6.744  -0.51
51 C 5.776 4.560 2.546  -0.92
52 C -1.293 6.798 1.816  -0.66
53 C -6.777 -7.084 -3.587  0.14
54 C -1.981 -1.056 -0.441  0.66
55 C -5.159 0.314 -5.484  0.89
56 C -2.054 -1.975 -4.429  -0.41
57 C 9.987 5.850 -0.998  -0.63
58 C 6.943 6.450 1.508  0.17
59 C 11.938 4.437 -0.541  0.14
60 C -2.032 1.466 -4.057  0.36
61 C 0.656 5.422 2.308  0.21
62 B -3.834 4.689 -1.487  0.70
63 H 4.601 4.039 8.672  0.38
64 H -2.114 6.912 2.528  0.36
65 H 9.185 5.972 -0.269  0.11
66 H -6.488 -9.593 -3.445  0.29
67 H -5.699 1.078 -4.909  0.24
68 H -3.172 2.755 -6.966  0.42
69 H 0.174 4.748 1.576  0.16
70 H 3.209 -10.499 2.491  0.29
71 H -1.221 -5.562 2.350  0.33
72 H -7.026 -0.817 -5.414  0.34
73 H -5.004 -2.329 -3.868  -0.07
74 H -3.665 2.554 1.035  0.43
75 H 2.760 -10.295 6.049  0.38
76 H 1.341 -9.242 5.860  0.25
77 H -3.914 2.797 -5.379  0.38
78 H -5.040 1.511 -7.249  0.41
79 H 2.344 -8.519 2.346  0.29
80 H 7.836 5.834 1.719  0.24
81 H -3.775 0.296 -7.181  0.21
82 H -1.229 7.704 1.211  0.36
83 H -2.590 -3.660 4.679  0.20
84 H 6.792 4.178 2.629  0.29
85 H -1.504 5.960 1.159  0.01
86 H -3.458 6.161 -2.688  0.30
87 H -6.348 -2.164 -7.581  0.34
88 H 0.103 -2.318 -4.320  0.62
89 H 11.075 7.377 0.691  0.38
90 H 4.161 -10.781 3.958  0.34
91 H -2.559 -2.816 -3.939  0.45
92 H -1.968 -2.251 -5.486  0.38
93 H 3.725 5.980 2.064  0.30
94 H 0.569 7.100 4.443  0.30
95 H -8.584 -6.658 -1.613  0.29
96 H 4.415 6.772 0.625  0.34
97 H -6.232 -9.564 -1.693  0.34
98 H -4.620 -3.655 -6.005  0.20
99 H -4.702 -1.719 -7.203  0.21
100 H -2.720 -1.114 -4.319  -0.39
101 H 2.548 -11.500 3.795  0.35
102 H -5.712 -3.980 -3.877  0.26
103 H -6.370 -3.869 -6.156  0.30
104 H 11.461 3.772 -1.282  0.25
105 H 12.743 6.882 0.321  0.32
106 H -5.071 3.182 -0.441  0.46
107 H -0.216 8.382 3.493  0.39
108 H -6.360 -7.677 -4.418  0.27
109 H 5.338 4.620 3.538  0.38
110 H 9.739 5.031 -1.671  0.30
111 H -0.736 -6.661 5.885  0.29
112 H -2.092 -7.346 4.985  0.35
113 H 5.185 3.864 1.948  0.29
114 H -6.665 -0.029 -6.934  0.56
115 H 11.860 6.077 1.617  0.30
116 H -0.667 -2.155 -2.759  0.17
117 H -7.864 -9.775 -2.348  0.34
118 H 4.514 4.729 7.036  0.28
119 H 0.562 -0.223 -2.904  0.35
120 H -0.833 0.709 -0.056  0.55
121 H -3.267 0.882 0.650  0.29
122 H -4.492 -0.255 -4.818  -0.71
123 H -6.963 -6.427 -0.958  0.28
124 H -1.999 2.173 0.679  0.31
125 H 7.577 2.206 7.844  0.28
126 H -1.287 2.458 -5.748  0.47
127 H 6.305 2.162 9.076  0.34
128 H 3.681 3.216 7.391  0.29
129 H -1.309 -3.915 2.996  -0.13
130 H 10.069 6.772 -1.577  0.32
131 H -3.808 5.231 0.414  0.29
132 H 6.864 2.118 5.803  0.28
133 H 7.143 3.684 8.717  0.34
134 H -6.754 -2.571 -4.075  0.39
135 H -7.862 -7.913 -0.582  0.38
136 H 1.453 7.885 3.134  0.23
137 H -4.976 2.855 -2.164  0.19
138 H -0.490 -7.182 4.209  0.27
139 H 0.143 -4.906 3.275  0.34
140 H -1.701 0.786 -6.072  0.43
141 H 2.945 -8.527 6.019  0.30
142 H 4.573 7.539 2.206  0.30
143 H -0.108 -0.404 -1.189  0.52

---

Among the records above, which one has the lowest calculated total energy? C43H81Br2ClIN9O2P